# C18H21N3O3S

A structure of composition C18H21N3O3S (wB97M-V/def2-TZVPD, the OMol25 dataset).

The geometry in XYZ format:
```
46
Properties=species:S:1:pos:R:3:forces:R:3
O 2.1545 1.1694 -0.4286 0.88 -0.54 0.71
O -1.4532 6.2466 -4.9781 -1.08 -2.43 0.32
O -2.5748 4.6872 -6.5252 0.69 -0.38 2.44
C 1.0671 0.9713 -0.9143 0.09 0.07 0.68
C 1.5880 2.3973 -2.9491 -0.41 1.35 -1.04
C 0.6418 1.8624 -1.9716 -3.09 1.21 -1.36
C -0.6803 2.2799 -2.0208 2.47 -0.63 -0.21
C -2.4481 3.5024 -2.9349 -0.73 1.14 -1.10
C 1.2120 3.3891 -3.8239 1.85 -2.38 1.81
C -2.9734 4.3036 -3.8739 0.89 -0.12 -0.05
C -0.5081 -2.0493 0.6037 0.60 1.63 -0.60
C 1.0689 -0.5947 1.7106 -0.05 0.01 0.08
C -0.4120 -2.9474 1.6422 0.03 -0.32 0.27
C 1.2130 -1.5468 2.7243 -0.68 -0.27 -0.34
C 0.2288 -0.8265 0.6117 0.20 -1.65 0.81
C 0.4579 -2.7433 2.7186 0.18 0.96 -1.07
N 0.1507 0.0348 -0.4920 -0.89 -0.02 -0.71
N -1.1326 3.1524 -3.0197 0.73 -1.75 2.85
N -0.6424 3.8910 -5.1413 -0.88 -0.67 0.58
C -0.1681 3.9495 -3.7866 0.53 -0.34 0.56
C 0.0201 -3.0358 5.1316 -0.21 -0.66 0.20
C 2.0943 -4.1386 4.0480 -0.66 0.33 0.11
C -0.1765 -5.0792 3.6668 -0.99 1.73 0.60
C 0.5707 -3.7108 3.8307 1.23 -1.76 2.06
S -1.9385 4.8531 -5.2039 -2.14 4.56 -3.52
H 2.5991 1.9851 -2.9292 -0.32 0.23 -0.14
H -1.3650 1.9471 -1.2268 0.02 0.32 -0.76
H -3.1063 3.1675 -2.1124 0.89 -0.10 -0.43
H 1.9702 3.7423 -4.5629 -1.05 -0.02 0.63
H -3.9659 4.6964 -3.7917 -0.22 0.18 -0.40
H -1.1257 -2.2574 -0.2670 -0.05 -0.08 0.16
H 1.6195 0.3354 1.7944 0.02 -0.18 -0.21
H -1.0177 -3.8544 1.5979 0.21 0.27 0.02
H 1.9158 -1.3270 3.5333 -0.33 -0.12 -0.25
H -0.6101 -0.1564 -1.1551 0.66 0.12 0.58
H 0.0014 4.3294 -5.7552 0.87 0.33 -0.96
H -0.1564 4.9638 -3.3432 -0.15 -0.05 -0.42
H 0.5691 -2.1384 5.4599 0.05 -0.37 -0.31
H -1.0396 -2.6983 4.9556 0.89 -0.58 0.34
H 0.1038 -3.8122 5.9471 -0.43 0.95 -0.62
H 2.6856 -3.2394 4.2700 0.12 -0.36 -0.36
H 2.2146 -4.8039 4.9250 -0.33 0.28 -0.36
H 2.4748 -4.7004 3.1653 -0.17 0.64 0.48
H 0.0568 -5.5233 2.7375 0.29 -0.53 -1.16
H 0.0862 -5.8052 4.4455 -0.08 0.46 0.02
H -1.2701 -4.8682 3.6877 0.56 -0.46 0.06
```
Positions in Å, forces in eV/Å.

Calculated values
**Energy above the lowest of the compared OMol25 structures with the same formula, charge and spin**: 109.4 kcal/mol
**Energy**: -1486.605651 Ha
**Strongest force on any atom**: 0.1195 hartree/bohr
**Total charge**: 0
**Highest occupied orbital energy**: -8.3 eV

=====

# C29H36N7O3SSiTb

A structure of composition C29H36N7O3SSiTb (wB97M-V/def2-TZVPD, the OMol25 dataset).

The geometry in XYZ format:
```
78
Properties=species:S:1:pos:R:3:forces:R:3
Tb 0.9826 0.1936 0.4075 0.33 0.19 0.43
N 5.2576 0.2778 2.0330 0.14 0.03 0.17
C 4.7345 0.2527 3.3098 0.10 0.01 -0.10
C 3.3877 0.3005 3.1562 -0.08 0.04 -0.14
N 3.0823 0.3564 1.8117 -0.29 -0.09 0.07
C 4.2327 0.3429 1.1683 0.09 -0.06 -0.21
C 4.2521 0.3463 -0.2910 0.11 0.01 0.20
N 3.1210 0.4051 -0.9629 -0.44 -0.12 0.06
C 3.4521 0.3119 -2.2964 -0.08 0.03 0.09
C 4.8004 0.2091 -2.4171 0.09 0.04 0.12
N 5.2959 0.2359 -1.1296 0.12 -0.04 -0.17
H 6.2407 0.2602 1.8134 -0.01 0.01 0.01
H 5.3571 0.2060 4.1860 0.01 0.00 -0.03
H 2.6256 0.3022 3.9163 -0.01 -0.01 -0.02
H 2.7034 0.3115 -3.0698 -0.01 -0.01 0.02
H 5.4401 0.1221 -3.2775 0.01 0.00 0.03
H 6.2714 0.1654 -0.8871 -0.02 0.00 -0.01
O -3.4367 -0.5395 7.1182 -0.20 0.06 -0.06
N -2.5300 -1.1255 6.5838 0.31 0.14 0.18
O -2.0556 -2.1824 6.9425 -0.02 -0.17 -0.05
C -1.8631 -0.4520 5.4446 -0.10 -0.32 -0.04
C -1.8310 0.8858 5.4793 0.04 0.29 -0.08
C -1.1380 1.6117 4.4547 -0.10 0.10 0.25
C -1.0379 3.0147 4.4628 -0.06 0.02 0.07
C -0.3403 3.6464 3.4679 0.03 0.01 -0.01
C 0.2492 2.8649 2.4706 0.03 0.02 0.01
N 0.1692 1.5461 2.4411 -0.10 -0.14 -0.32
C -0.5221 0.9158 3.4191 0.15 -0.11 -0.11
C -0.6116 -0.5273 3.3714 0.11 0.01 -0.16
N -0.0512 -1.1511 2.3044 0.12 0.17 -0.26
C -0.1382 -2.4670 2.2089 -0.04 0.00 0.05
C -0.7788 -3.2465 3.1748 0.03 -0.03 -0.07
C -1.3448 -2.6335 4.2581 -0.07 0.00 0.11
C -1.2687 -1.2285 4.3836 -0.11 -0.09 0.14
H -2.3189 1.4137 6.2880 0.01 0.00 -0.01
H -1.5140 3.5794 5.2553 0.01 -0.01 -0.01
H -0.2393 4.7218 3.4390 -0.01 -0.01 0.01
H 0.8044 3.3354 1.6667 -0.02 0.00 -0.02
H 0.2906 -2.9178 1.3218 0.00 0.00 -0.01
H -0.8299 -4.3191 3.0522 0.00 0.02 0.00
H -1.8459 -3.2169 5.0153 0.01 0.02 -0.02
C 1.1249 3.5184 -4.5995 0.05 0.00 0.04
C -0.3605 3.5002 -4.2596 -0.05 0.01 -0.01
C -0.6366 3.4018 -2.7599 -0.02 0.16 0.11
S -0.2768 1.7452 -2.1761 0.19 0.06 0.13
O 0.0307 1.9145 -0.6454 -0.19 -0.29 -0.46
C -1.9101 1.0053 -2.2950 0.02 -0.02 0.05
C -2.8962 1.4153 -1.2082 -0.05 -0.05 -0.10
C -4.1157 0.4960 -1.2611 -0.03 0.03 0.02
H 1.2804 3.4227 -5.6727 -0.01 0.03 0.01
H 1.6660 2.6995 -4.1164 -0.05 0.00 -0.03
H 1.5829 4.4549 -4.2772 0.00 -0.03 0.01
H -0.8703 2.6886 -4.7880 0.01 -0.01 0.02
H -0.8340 4.4192 -4.6076 0.00 -0.02 -0.04
H -1.6728 3.6186 -2.5041 0.02 0.09 0.01
H 0.0169 4.0545 -2.1781 0.01 0.01 -0.05
H -1.7209 -0.0692 -2.2877 -0.03 -0.01 0.03
H -2.2509 1.2897 -3.2955 -0.02 -0.06 0.00
H -3.2026 2.4555 -1.3328 0.01 0.00 -0.03
H -2.4195 1.3487 -0.2291 0.02 -0.04 0.02
H -4.5665 0.4846 -2.2548 0.02 0.03 0.01
H -4.8789 0.8272 -0.5585 0.01 -0.02 0.01
H -3.8403 -0.5297 -1.0087 0.01 0.02 -0.01
C -2.1078 -2.5241 -4.1284 -0.18 0.12 -0.15
Si -0.9947 -3.5145 -3.0240 0.04 0.12 0.10
C 0.3745 -4.3016 -3.9762 0.23 -0.12 -0.15
C -1.9670 -4.7440 -2.0458 -0.14 -0.18 0.15
C -0.2423 -2.3132 -1.8202 0.08 0.19 0.19
C 0.2194 -1.5019 -1.0230 -0.05 0.00 0.00
H -2.5568 -3.1712 -4.8869 0.00 0.05 0.02
H -1.5599 -1.7342 -4.6487 -0.03 -0.02 0.01
H -2.9243 -2.0711 -3.5587 0.02 0.01 -0.05
H -0.0237 -5.0322 -4.6847 0.04 0.02 0.01
H 1.0682 -4.8198 -3.3108 0.00 0.00 -0.04
H 0.9352 -3.5534 -4.5408 0.02 -0.05 0.00
H -2.4168 -5.4907 -2.7050 0.00 0.02 0.04
H -2.7724 -4.2474 -1.4995 0.01 -0.06 0.01
H -1.3354 -5.2698 -1.3262 -0.04 0.00 -0.02
```
Positions in Å, forces in eV/Å.

Calculated values
**Energy above the lowest of the compared OMol25 structures with the same formula, charge and spin**: 0.0 kcal/mol
**Multiplicity**: 7
**Energy**: -3247.402940 Ha
**Strongest force on any atom**: 0.0112 hartree/bohr
**Total charge**: +2
**Highest occupied orbital energy (alpha / beta)**: -13.9 / -13.9 eV
**<S²>**: 12.674

=====

# C5H7NO

An isolated molecule of C5H7NO (wB97M-V/def2-TZVPD, the OMol25 dataset).

The geometry in XYZ format:
```
14
Properties=species:S:1:pos:R:3:forces:R:3
C 1.2868 -1.5169 -0.3671 0.06 -0.05 0.05
C 0.5689 0.9021 0.9584 -0.37 0.18 -0.03
C -0.3112 1.7953 1.4926 0.15 0.17 0.21
O -1.5861 1.8209 0.9041 0.10 -0.01 0.04
C -1.5412 0.8948 -0.0621 0.06 -0.09 -0.07
C -0.2884 0.3613 -0.0342 -0.08 -0.12 -0.08
N 0.1410 -0.7459 -0.9373 -0.05 -0.02 -0.14
H 1.0679 -1.6892 0.6855 0.04 -0.05 -0.15
H 2.1721 -0.8872 -0.4178 -0.11 -0.09 0.04
H 1.4041 -2.4434 -0.9335 0.00 0.13 0.05
H -0.2418 2.5069 2.3074 0.01 -0.12 -0.16
H -2.4359 0.7431 -0.6511 0.12 0.00 0.06
H 0.4157 -0.3715 -1.8490 -0.06 -0.04 0.17
H -0.6519 -1.3704 -1.0958 0.14 0.10 0.01
```
Positions in Å, forces in eV/Å.

Calculated values
**Energy above the lowest of the compared OMol25 structures with the same formula, charge and spin**: 99.2 kcal/mol
**Energy**: -324.566331 Ha
**Strongest force on any atom**: 0.0081 hartree/bohr
**Total charge**: 0
**Highest occupied orbital energy**: -7.2 eV

=====

# C2H7N3O2

A cluster of 2 separate species, C2H7N3O2 in total (wB97M-V/def2-TZVPD, the OMol25 dataset).

The geometry in XYZ format:
```
14
Properties=species:S:1:pos:R:3:forces:R:3
C 1.3212 1.4989 -0.0778 -0.50 -2.21 -3.67
N 0.4071 0.3908 0.2226 1.27 -0.28 -0.58
N 1.0744 -0.7000 0.1107 2.00 3.07 -0.58
O 2.2890 -0.6851 -0.1346 -0.76 -1.44 0.27
O 0.4449 -1.8341 0.2196 2.74 -1.59 1.24
H 0.7955 2.3428 0.0264 -2.21 3.24 0.58
H 2.0924 1.4989 0.5869 2.48 -0.02 1.56
H 1.7052 1.5442 -1.1946 -0.53 -0.66 2.18
H -0.4219 -1.6718 -0.1600 -2.67 -0.28 -0.77
C -1.8345 -0.2432 0.3888 -0.04 -2.50 -0.77
N -1.8059 -1.2191 -0.4518 -2.40 0.89 -0.53
H -1.4283 -0.4492 1.3325 0.95 -0.48 1.19
H -2.2350 0.7168 0.4446 -1.39 1.55 -1.10
H -2.4041 -1.1899 -1.3132 1.05 0.71 0.97
```
Positions in Å, forces in eV/Å.

Calculated values
**Structure (SMILES)**: C/N=[N+](\[O-])O.C=N
**Energy above the lowest of the compared OMol25 structures with the same formula, charge and spin**: 163.6 kcal/mol
**Energy**: -394.944327 Ha
**Strongest force on any atom**: 0.0838 hartree/bohr
**Total charge**: 0
**Highest occupied orbital energy**: -9.8 eV

=====

# C2H5BO3

An isolated molecule of C2H5BO3 (wB97M-V/def2-TZVPD, the OMol25 dataset).

The geometry in XYZ format:
```
11
Properties=species:S:1:pos:R:3:forces:R:3
O 2.5343 0.0858 -0.0005 0.66 -0.25 0.00
B 1.1963 0.0048 0.0002 -0.88 0.22 0.00
O 0.5169 -1.1839 0.0002 0.55 -0.30 0.00
C -0.8693 -0.9140 0.0006 -0.42 0.04 -0.02
C -0.9839 0.6318 -0.0002 -0.43 -0.12 0.02
O 0.3482 1.0978 0.0008 0.62 0.23 0.00
H 2.8694 0.9818 -0.0008 0.01 0.20 0.00
H -1.3157 -1.3620 0.8931 -0.03 0.04 -0.14
H -1.3151 -1.3627 -0.8925 -0.03 0.04 0.15
H -1.4900 1.0096 -0.8932 -0.03 -0.04 0.13
H -1.4912 1.0109 0.8923 -0.03 -0.05 -0.15
```
Positions in Å, forces in eV/Å.

Calculated values
**Structure (SMILES)**: OB1OCCO1
**Energy above the lowest of the compared OMol25 structures with the same formula, charge and spin**: 0.0 kcal/mol
**Energy**: -329.913861 Ha
**Strongest force on any atom**: 0.0177 hartree/bohr
**Total charge**: 0
**Highest occupied orbital energy**: -10.4 eV

=====

# C5H14O

A cluster of 2 separate species, C5H14O in total (wB97M-V/def2-TZVPD, the OMol25 dataset).

The geometry in XYZ format:
```
20
Properties=species:S:1:pos:R:3:forces:R:3
C 1.9295 0.6222 1.7589 0.51 0.39 0.03
C 0.5724 0.1962 1.2516 -1.02 -0.02 -0.28
C 0.5385 -0.2389 -0.2361 1.37 -1.47 0.05
C 1.3677 -1.5357 -0.4303 0.58 0.59 0.04
C -0.8035 -0.5065 -0.8643 -1.22 1.36 0.56
H 1.7814 1.1430 2.7198 0.31 -0.19 -0.32
H 2.4079 1.3197 1.0508 -0.03 -0.18 0.31
H 2.6070 -0.2326 1.9227 -0.24 0.35 -0.08
H 0.2375 -0.5782 1.9682 -0.34 0.08 -0.65
H -0.1212 1.0549 1.3355 0.16 -0.33 0.15
H 0.9587 0.6207 -0.7968 0.16 -0.52 0.14
H 0.9619 -2.3276 0.2214 0.12 0.25 -0.23
H 2.4243 -1.3667 -0.1625 -0.30 -0.27 -0.12
H 1.3211 -1.8825 -1.4763 0.06 0.12 0.40
H -0.7796 -0.6041 -1.9627 0.20 0.04 0.50
H -1.3074 0.4401 -0.6061 -0.79 -0.41 -0.53
H -1.3913 -1.3426 -0.4495 0.44 0.22 0.02
O -3.9894 1.6732 -2.0584 -0.75 0.22 0.96
H -4.5717 2.4519 -1.9075 0.61 -0.86 -0.13
H -4.1434 1.0935 -1.2783 0.16 0.64 -0.83
```
Positions in Å, forces in eV/Å.

Calculated values
**Structure (SMILES)**: CCC(C)C.O
**Energy above the lowest of the compared OMol25 structures with the same formula, charge and spin**: 9.5 kcal/mol
**Energy**: -274.126881 Ha
**Strongest force on any atom**: 0.0392 hartree/bohr
**Total charge**: 0
**Highest occupied orbital energy**: -10.6 eV